Model a:
# C4H12NO

A 2-piece molecular cluster, C4H12NO overall (the ωB97M-V functional and the def2-TZVPD basis, OMol25).

Geometry (Å):
C  -0.587  0.476  2.445
C  -1.161  0.957  1.100
C  -0.470  0.319  -0.054
C  0.313  0.965  -0.895
N  1.017  0.342  -2.042
H  0.100  -0.356  2.282
H  -1.402  0.040  3.035
H  -0.146  1.303  2.978
H  -1.123  2.054  1.063
H  -2.215  0.734  1.085
H  -0.755  -0.711  -0.227
H  0.560  2.009  -0.732
H  1.047  -0.688  -1.902
H  0.435  0.501  -2.876
H  1.956  0.703  -2.150
H  1.622  -2.865  -1.224
H  0.094  -3.219  -0.779
O  0.714  -2.563  -1.105

highest occupied orbital energy	-14.43	eV
charge	+1
frontier orbital gap	0.4046	Eh
spin multiplicity	1


Model b:
# C4H12NO

An isolated ion of composition C4H12NO and charge +1 (the ωB97M-V functional and the def2-TZVPD basis, OMol25).

Geometry (Å):
C  -0.607  -0.786  1.840
C  -0.488  0.076  0.643
N  0.487  1.199  0.720
C  0.028  -0.856  -0.510
C  -0.059  -0.145  -1.845
O  0.639  1.100  -1.791
H  -0.839  -0.240  2.792
H  0.340  -1.239  2.137
H  -1.361  -1.569  1.779
H  -1.398  0.591  0.321
H  0.705  1.522  -0.256
H  0.196  1.847  1.456
H  1.408  0.928  1.092
H  1.072  -1.174  -0.366
H  -0.597  -1.741  -0.561
H  0.478  -0.756  -2.579
H  -1.078  -0.054  -2.245
H  1.075  1.298  -2.626

highest occupied orbital energy	-15.32	eV
SMILES	C[C@@H]([NH3+])CCO
charge	+1
frontier orbital gap	0.4489	Eh
spin multiplicity	1


Which is most stable, and by how much? model b, by 57.4 kJ/mol.


Model a:
# C4H12NO

A 2-piece molecular cluster, C4H12NO overall (the ωB97M-V functional and the def2-TZVPD basis, OMol25).

Geometry (Å):
C  0.320  -1.313  1.597
O  0.148  -2.381  2.522
C  -0.652  -1.468  0.468
C  -1.731  -0.711  0.310
H  1.333  -1.340  1.175
H  0.166  -0.376  2.147
H  0.990  -2.822  2.670
H  -0.466  -2.304  -0.198
H  -2.366  -0.833  -0.563
H  -2.062  -0.003  1.058
C  0.598  2.008  -2.095
N  0.503  1.408  -0.717
H  -0.308  2.582  -2.281
H  1.507  2.589  -2.163
H  0.625  1.193  -2.812
H  -0.335  0.803  -0.627
H  0.410  2.135  -0.007
H  1.320  0.834  -0.485

highest occupied orbital energy	-13.74	eV
charge	+1
frontier orbital gap	0.3686	Eh
spin multiplicity	1


Model b:
# C4H12NO

C4H12NO as an isolated structure (the ωB97M-V functional and the def2-TZVPD basis, OMol25).

Geometry (Å):
C  -0.222  -0.545  -0.993
C  0.383  1.702  0.000
C  0.878  -1.470  0.968
C  -0.723  0.794  -0.549
N  -1.906  0.680  0.356
O  2.079  -1.405  0.522
H  0.196  -1.087  0.061
H  -0.821  -1.416  -1.452
H  0.598  -0.378  -1.737
H  1.309  1.389  -0.331
H  0.437  1.720  1.056
H  0.197  2.741  -0.232
H  0.483  -2.532  1.090
H  0.561  -0.832  1.741
H  -1.111  1.148  -1.454
H  -2.613  0.208  -0.056
H  -2.174  1.563  0.819
H  2.447  -2.280  0.190

highest occupied orbital energy	-13.47	eV
charge	+1
frontier orbital gap	0.2879	Eh
spin multiplicity	1


Which is most stable, and by how much? model a, by 248.9 kJ/mol.


Model a:
# C4H12NO

An isolated ion of composition C4H12NO and charge +1 (the ωB97M-V functional and the def2-TZVPD basis, OMol25).

Geometry (Å):
N  0.150  -2.148  -0.110
C  0.989  -0.922  -0.316
C  0.225  0.201  -1.043
C  -0.939  0.873  -0.303
C  -0.645  1.160  1.172
O  0.671  1.738  1.286
H  -0.559  -2.195  -0.830
H  -0.369  -2.010  0.763
H  0.717  -2.991  -0.125
H  1.259  -0.486  0.644
H  1.922  -1.033  -0.858
H  0.975  0.986  -1.157
H  -0.005  -0.069  -2.076
H  -1.901  0.355  -0.409
H  -1.110  1.795  -0.862
H  -1.284  1.920  1.603
H  -0.660  0.187  1.653
H  0.564  2.640  0.966

highest occupied orbital energy	-14.12	eV
SMILES	[NH3+]CCCCO
charge	+1
frontier orbital gap	0.3800	Eh
spin multiplicity	1


Model b:
# C4H12NO

C4H12NO as an isolated structure (the ωB97M-V functional and the def2-TZVPD basis, OMol25).

Geometry (Å):
C  -0.311  -1.945  -2.080
N  0.776  -1.280  -1.805
H  -0.326  -3.056  -2.155
H  -1.261  -1.385  -1.992
H  0.645  -0.105  -1.461
H  1.604  -1.824  -1.575
C  -0.440  1.079  0.016
O  0.346  1.119  -1.243
C  0.262  0.340  1.078
C  -0.027  0.799  2.538
H  -0.611  2.135  0.238
H  -1.345  0.534  -0.302
H  -0.318  1.324  -1.907
H  0.044  -0.763  1.000
H  1.343  0.393  0.937
H  -1.103  0.659  2.805
H  0.516  0.140  3.248
H  0.207  1.836  2.660

highest occupied orbital energy	-15.42	eV
charge	+1
frontier orbital gap	0.3921	Eh
spin multiplicity	1


Model c:
# C4H12NO

An isolated ion of composition C4H12NO and charge +1 (the ωB97M-V functional and the def2-TZVPD basis, OMol25).

Geometry (Å):
C  1.827  -0.101  0.909
C  0.448  -0.416  0.368
N  -0.549  0.058  1.413
C  0.193  0.370  -0.917
C  -1.046  -0.156  -1.631
O  -2.136  -0.229  -0.698
H  2.099  -0.526  1.869
H  2.062  0.973  0.911
H  2.645  -0.461  0.265
H  0.336  -1.489  0.269
H  -1.497  -0.188  1.095
H  -0.301  -0.300  2.336
H  -0.490  1.075  1.483
H  0.231  1.441  -0.718
H  1.066  0.121  -1.515
H  -1.289  0.516  -2.461
H  -0.821  -1.135  -2.046
H  -2.776  0.448  -0.934

highest occupied orbital energy	-15.12	eV
SMILES	C[C@@H]([NH3+])CCO
charge	+1
frontier orbital gap	0.4377	Eh
spin multiplicity	1


Which is most stable, and by how much? model c, by 78.0 kJ/mol.


Model a:
# C5H20O5

A 5-piece molecular cluster, C5H20O5 overall (the ωB97M-V functional and the def2-TZVPD basis, OMol25).

Geometry (Å):
C  12.202  5.850  7.348
O  12.516  6.641  8.531
H  11.487  5.089  7.539
H  11.838  6.490  6.586
H  13.096  5.342  6.893
H  12.824  6.097  9.240
C  8.528  5.161  5.173
O  9.553  4.248  5.477
H  7.565  4.704  5.331
H  8.628  6.171  5.724
H  8.599  5.395  4.061
H  9.511  4.050  6.452
C  10.071  4.082  9.696
O  9.262  3.745  8.527
H  10.365  5.091  9.680
H  9.513  3.883  10.643
H  10.962  3.420  9.687
H  8.550  4.458  8.517
C  7.753  7.226  8.354
O  7.220  5.927  8.703
H  8.794  7.153  8.144
H  7.234  7.693  7.538
H  7.863  7.807  9.227
H  6.444  6.169  9.180
C  4.840  5.653  11.886
O  5.613  6.577  11.088
H  4.433  6.073  12.837
H  4.028  5.349  11.221
H  5.408  4.711  12.025
H  6.219  7.054  11.693

highest occupied orbital energy	-9.80	eV
SMILES	CO.CO.CO.CO.CO
charge	0
frontier orbital gap	0.3769	Eh
spin multiplicity	1


Model b:
# C5H20O5

A 5-piece molecular cluster, C5H20O5 overall (the ωB97M-V functional and the def2-TZVPD basis, OMol25).

Geometry (Å):
C  -20.795  -27.842  4.485
O  -21.769  -27.986  5.440
H  -19.747  -27.783  4.778
H  -20.939  -28.688  3.813
H  -20.989  -26.921  3.936
H  -22.545  -27.796  4.907
C  -18.754  -29.726  2.854
O  -20.025  -30.451  2.919
H  -17.893  -30.369  2.672
H  -18.817  -28.921  2.121
H  -18.578  -29.305  3.844
H  -20.289  -30.563  3.836
C  -22.279  -30.052  1.851
O  -21.088  -30.004  1.110
H  -23.063  -30.277  1.128
H  -22.359  -30.968  2.437
H  -22.502  -29.074  2.279
H  -20.436  -30.495  1.615
C  -19.205  -31.440  5.209
O  -19.782  -30.187  4.991
H  -19.791  -32.208  4.704
H  -18.256  -31.480  4.674
H  -19.007  -31.787  6.223
H  -19.981  -29.766  5.830
C  -19.013  -32.386  1.785
O  -19.120  -33.046  0.554
H  -19.121  -33.101  2.600
H  -18.088  -31.825  1.919
H  -19.781  -31.612  1.782
H  -18.312  -32.870  0.066

highest occupied orbital energy	-8.89	eV
SMILES	CO.CO.CO.CO.CO
charge	0
frontier orbital gap	0.3420	Eh
spin multiplicity	1


Model c:
# C5H20O5

A 5-piece molecular cluster, C5H20O5 overall (the ωB97M-V functional and the def2-TZVPD basis, OMol25).

Geometry (Å):
C  -1.751  0.499  0.718
O  -1.463  -0.832  0.244
H  -2.793  0.870  0.591
H  -0.989  1.150  0.375
H  -1.612  0.460  1.814
H  -1.910  -1.482  0.797
C  2.099  -0.192  -0.174
O  1.618  -1.277  0.541
H  2.418  -0.565  -1.149
H  2.924  0.369  0.253
H  1.280  0.521  -0.345
H  0.708  -1.583  0.326
C  1.179  2.451  2.360
O  0.842  3.218  1.187
H  0.437  1.638  2.586
H  1.275  3.087  3.282
H  2.178  1.931  2.123
H  0.967  2.533  0.532
C  -0.598  1.841  -2.755
O  -0.789  2.448  -1.500
H  -1.333  1.055  -2.969
H  0.385  1.341  -2.771
H  -0.636  2.473  -3.594
H  -1.634  2.886  -1.439
C  -0.155  -4.240  -0.321
O  -1.226  -3.388  0.035
H  0.421  -3.763  -1.107
H  -0.550  -5.174  -0.699
H  0.515  -4.334  0.558
H  -1.807  -3.940  0.499

highest occupied orbital energy	-9.83	eV
SMILES	CO.CO.CO.CO.CO
charge	0
frontier orbital gap	0.3854	Eh
spin multiplicity	1


Which is most stable, and by how much? model a, by 49.9 kJ/mol.